Record 1
# C26H54BIO18

A cluster of 7 separate species, C26H54BIO18 in total in a non-equilibrium geometry (wB97M-V/def2-TZVPD, OMol25).

Geometry as XYZ:
```
100
Properties=species:S:1:pos:R:3:forces:R:3
I -1.539351 -2.942726 -0.576113 -0.258 0.278 0.199
O 1.896250 -4.259519 -3.384791 0.053 -0.004 -0.015
O 5.858475 3.761368 -1.492185 0.069 -0.033 -0.011
O 2.490084 -6.383936 -2.886554 0.017 0.079 -0.032
O 6.192472 1.659024 -2.254143 0.030 0.074 0.025
O 1.672023 4.062412 -4.684872 0.009 -0.035 0.042
O -6.291426 0.023880 4.729660 -0.081 -0.018 -0.007
O -8.072037 -1.088874 3.890414 0.010 0.047 0.055
O 2.027225 2.047004 -3.999269 -0.001 0.073 0.013
O 1.123525 3.535751 -2.554644 0.058 -0.035 -0.046
O 3.969660 -4.827523 -3.596113 -0.067 0.011 0.001
O -4.637642 6.690965 -3.022758 0.020 0.059 -0.030
O 7.854611 3.183382 -2.086550 -0.064 0.010 0.016
O -2.652608 7.152027 -3.999891 -0.030 0.029 -0.002
O -0.477541 -6.425289 2.939398 0.045 -0.036 0.051
O -8.396998 0.313395 5.502185 0.024 -0.047 -0.053
O 0.413767 -7.964626 4.166837 -0.023 0.049 -0.034
O -4.295339 8.689278 -3.769788 0.002 -0.069 0.017
O 1.611435 -6.094460 3.739408 -0.071 -0.050 -0.001
C -1.398494 0.560005 2.714643 -0.195 -0.182 -0.419
C -4.183689 5.351862 -2.808538 -0.021 -0.180 0.071
C 2.600822 -0.808641 1.488572 -0.241 -0.018 0.842
C -1.570401 -0.954347 2.802524 -0.450 0.338 0.411
C -3.752701 7.478493 -3.634301 -0.048 -0.008 0.037
C 0.548626 -4.590814 -3.046672 -0.155 -0.013 -0.055
C 0.615335 -6.761274 3.626002 -0.028 -0.010 -0.012
C -2.811492 -1.476948 2.046428 0.458 -1.066 -0.313
C 1.514030 -8.454138 4.935841 0.081 -0.134 0.107
C 6.594970 2.758502 -1.972566 0.007 0.031 0.005
C 1.727920 0.439464 1.584477 0.142 -0.060 -0.636
C -7.889659 1.265855 6.439812 -0.024 0.128 0.147
C 1.562390 3.244428 -3.639254 0.004 -0.045 -0.073
C -7.183816 -1.742944 2.983915 0.073 -0.156 -0.188
C 1.206505 5.394101 -4.444546 -0.095 0.210 -0.043
C 4.476971 3.437678 -1.324614 -0.239 0.071 0.069
C -7.469828 -0.225365 4.710484 -0.040 0.006 0.005
C -0.729630 1.122069 1.449249 0.323 -0.111 0.180
C 8.761075 2.202651 -2.595021 0.175 -0.054 -0.055
C -0.398281 -5.148544 2.300481 -0.064 0.136 -0.031
C 2.759156 -5.269460 -3.253459 0.014 0.037 0.013
C 5.003731 -5.809306 -3.498912 0.185 -0.055 -0.015
C 2.209993 -1.867585 2.546809 0.275 0.436 -0.608
C -3.449974 9.644657 -4.414017 0.035 0.175 -0.068
C 1.973089 1.055900 -2.970321 -0.008 -0.237 0.090
C 0.397968 0.295382 0.841298 0.131 0.462 -0.010
B -2.625465 -1.435322 0.506232 -0.199 0.484 0.049
H -3.051962 -0.531170 -0.137669 0.088 -0.162 -0.250
H 1.572918 0.746888 2.614490 -0.015 -0.157 0.327
H -4.012482 10.572649 -4.455927 -0.091 -0.060 0.056
H -3.711560 -0.983593 2.399221 -0.087 0.362 -0.057
H 5.103530 -6.161926 -2.474263 -0.072 -0.057 -0.008
H -3.968357 4.863003 -3.756651 0.080 0.041 -0.007
H 1.665856 -1.383110 3.348364 -0.238 -0.070 0.241
H 4.802335 -6.646691 -4.164122 -0.060 -0.038 0.060
H 1.723086 -7.791205 5.773224 0.048 0.058 -0.053
H 4.027954 3.176369 -2.280553 0.048 -0.083 -0.005
H 3.988235 4.324102 -0.931685 0.127 0.070 -0.016
H -7.788421 -2.410054 2.376537 -0.131 0.052 0.085
H 0.148712 5.393656 -4.188652 0.018 -0.011 0.093
H -7.171698 0.799134 7.111240 0.067 0.005 -0.063
H 0.944844 0.886344 -2.654427 0.000 0.084 0.046
H 0.481840 -4.901666 -2.005462 0.030 -0.111 -0.021
H 2.500104 -1.242628 0.498264 0.162 0.021 -0.265
H 3.085584 -2.331504 2.985705 0.097 -0.243 -0.008
H 5.922687 -5.317359 -3.803679 -0.068 0.102 -0.016
H -4.994160 4.830067 -2.308333 -0.063 0.107 -0.006
H -2.903705 -2.525772 2.337359 -0.106 -0.171 0.062
H 1.784322 5.865481 -3.651737 -0.047 -0.049 0.068
H -0.911472 0.911361 3.617812 0.354 0.058 0.070
H -1.455228 1.357477 0.674764 -0.299 -0.125 -0.024
H 1.216224 -9.428806 5.311260 -0.106 0.017 -0.059
H 9.736669 2.678253 -2.634816 -0.055 0.101 0.044
H 1.600296 -2.631475 2.078179 -0.218 -0.258 0.217
H 0.168616 -5.376794 -3.697133 0.061 -0.086 0.066
H 0.561592 0.681596 -0.162151 -0.025 -0.062 -0.270
H -0.262279 -4.358385 3.038719 0.116 -0.010 -0.012
H 0.415135 -5.129784 1.576790 0.055 0.023 0.062
H 8.468348 1.890852 -3.595696 -0.065 -0.059 0.033
H 4.357933 2.619477 -0.615744 0.016 -0.071 -0.073
H -1.741659 -1.192238 3.848910 0.019 -0.083 0.210
H 3.634942 -0.516572 1.631068 0.273 -0.028 -0.053
H 0.142473 -0.748776 0.705524 -0.154 -0.249 0.153
H 2.265586 1.260884 1.113933 0.055 0.260 0.017
H -0.685000 -1.510757 2.519384 0.241 -0.031 -0.187
H -1.339297 -4.996114 1.784079 -0.063 -0.165 0.034
H -2.400826 0.980086 2.749177 -0.177 0.190 0.196
H 2.374607 0.140504 -3.394529 0.031 0.079 -0.132
H 8.804848 1.339853 -1.933207 -0.078 -0.036 -0.035
H -3.206083 9.322535 -5.424483 0.065 -0.057 0.030
H -0.039617 -3.691170 -3.194963 0.127 0.091 -0.050
H 2.400638 -8.560510 4.313850 0.020 0.090 0.006
H -3.299546 5.341972 -2.174073 0.056 0.021 -0.072
H -6.692013 -1.016942 2.338560 0.067 0.018 0.065
H -2.537905 9.799133 -3.840822 0.038 -0.076 -0.033
H 1.349301 5.944049 -5.369878 0.061 -0.123 -0.058
H -0.283583 2.074197 1.728101 -0.053 0.321 -0.074
H 2.584170 1.349821 -2.119416 -0.061 0.039 0.047
H -6.441362 -2.325594 3.526427 0.058 0.080 0.015
H -7.427449 2.104779 5.923376 0.077 -0.047 -0.015
H -8.743415 1.618230 7.010932 -0.069 -0.076 -0.069
```
Forces are in eV/Å.

The strongest force on any atom is 1.20 eV/Å. As for the SMILES: CCCCCCCCBI.COC(=O)OC.COC(=O)OC.COC(=O)OC.COC(=O)OC.COC(=O)OC.COC(=O)OC. Its net charge is 0. For the total energy, the calculation gives -73470.2411 eV. As for the LUMO energy: 0.00 eV.

=====

Record 2
# C26H54F24MgN4O25S8

A structure of composition C26H54F24MgN4O25S8 in a non-equilibrium geometry (wB97M-V/def2-TZVPD, OMol25).

Geometry as XYZ:
```
142
Properties=species:S:1:pos:R:3:forces:R:3
S -1.922050 13.058199 4.127127 -1.450 -1.133 1.013
S -3.932915 8.015020 0.746904 3.128 -3.167 -0.596
S -4.666039 17.187296 -5.369938 1.786 0.532 1.233
S -6.103031 15.904280 -3.558396 -1.693 -0.166 0.353
S -6.073019 9.321923 1.572357 -0.946 1.071 -0.472
S -0.445082 13.935193 2.191490 -2.458 -0.819 -2.055
S -2.901045 9.340522 -2.963290 0.301 -3.336 -0.521
S -1.630875 11.560887 -2.141876 1.752 1.054 -0.261
Mg -4.346811 10.869696 -0.577183 -0.670 1.600 -0.305
F -5.805868 11.304186 3.288733 -0.572 0.337 -0.399
F -6.767857 18.832296 -5.064422 -0.013 0.280 0.496
F -4.022992 5.940224 -0.882764 -0.274 -0.150 0.025
F 1.546643 15.647847 2.508875 0.547 -0.008 0.366
F -0.376158 9.588574 -0.767395 0.052 0.085 0.143
F -0.317753 16.519882 1.904458 0.006 0.215 0.309
F -4.600394 12.842928 4.509299 -0.128 0.553 0.086
F -3.439285 12.879862 6.295341 -0.031 0.345 0.677
F -6.262295 13.508791 -4.827689 -0.071 0.066 0.208
F -4.427595 9.491368 -5.186938 -0.746 0.333 0.666
F -5.843463 7.124756 -1.077155 0.353 0.123 0.108
F -5.594398 5.859105 0.627149 0.519 -0.092 -0.126
F -5.228180 13.390708 -2.949633 0.379 -0.084 0.390
F -3.734961 14.739029 5.148847 -0.436 0.108 0.553
F -4.256408 14.247390 -4.706085 0.167 -0.077 0.458
F 0.638245 11.496843 -0.782650 0.202 0.004 -0.146
F -1.136102 11.256038 0.414935 -0.257 -0.489 0.203
F -5.956577 9.364316 4.165259 0.181 -0.349 0.508
F -4.803576 19.741202 -4.730497 -0.185 0.159 0.262
F -0.047479 15.930571 3.968766 0.246 0.240 0.443
F -3.504569 11.408813 -4.603747 -0.797 0.058 0.270
F -5.532426 19.333852 -6.723386 0.384 -0.157 0.007
F -2.395558 9.873554 -5.594734 -0.046 -0.071 0.917
F -4.088380 10.047219 3.254656 0.282 -0.305 0.165
O 3.501413 12.859059 -6.757864 0.013 0.143 0.369
O -2.011256 11.611037 3.934876 -0.047 1.197 0.119
O -7.142676 6.092629 -9.070642 -0.420 0.361 -0.613
O -0.870950 11.417432 -3.372620 -1.330 -0.991 1.073
O -2.608682 8.059733 0.145838 -1.800 0.576 -0.192
O -1.779750 15.617889 -2.771894 0.376 -0.028 -0.284
O -3.932658 7.513602 2.098672 -0.744 0.806 -0.507
O 2.597858 6.883601 -0.799375 -0.209 -0.347 0.379
O -5.256482 16.339015 -6.383162 0.068 0.486 0.869
O -1.915673 12.940949 -1.844369 -1.132 -1.339 0.880
O -0.876521 13.538234 4.989381 -0.040 -0.016 0.627
O 0.480276 12.923449 2.631899 -0.172 0.568 0.659
O -7.018505 10.290353 1.076395 0.720 0.184 -0.064
O -0.666235 13.916521 0.754764 0.531 1.203 1.024
O 1.392158 7.532539 -8.588208 0.682 0.240 0.031
O -3.274610 17.530617 -5.565930 -0.759 -0.079 0.208
O -6.590138 8.022176 1.866117 0.521 0.265 -0.307
O 4.174355 9.087302 -0.149323 0.237 0.515 -0.263
O -7.086231 12.670304 -8.618284 -0.716 -0.882 0.242
O 0.959535 7.540162 3.592379 -0.032 -0.690 0.214
O -5.973272 11.089221 -1.641590 -1.366 0.090 0.031
O -3.959917 8.392518 -2.724917 -0.540 0.709 0.012
O -7.143628 16.184392 -4.526605 0.417 -0.682 0.249
O -1.588121 8.726474 -3.017353 -1.268 1.525 -0.456
O -6.602001 15.774719 -2.209544 0.943 -0.388 -0.019
N -2.095130 13.935087 2.807441 3.123 -0.578 0.004
N -4.843179 16.845903 -3.655369 -0.293 0.102 -3.334
N -3.067885 10.538216 -1.919784 3.996 1.717 -2.163
N -4.738368 9.361610 0.450620 -2.227 -1.787 3.585
C -5.389001 10.067118 3.210394 -0.365 -0.389 -0.982
C 0.100070 8.667748 3.807607 0.965 0.099 -0.390
C -5.502692 18.881674 -5.453005 -0.206 -0.802 -0.691
C 1.163099 12.288081 -6.127645 0.315 1.014 0.323
C 0.325763 6.650607 -1.483005 0.073 -0.110 -0.743
C -7.346438 10.406765 -3.591478 0.038 -0.781 1.298
C -0.987525 8.757116 2.759542 -0.879 -0.533 0.540
C -0.488741 15.585713 -3.373585 -0.534 0.111 0.206
C -0.522241 10.892906 -0.697638 -0.817 0.776 -0.750
C 0.247320 15.631939 2.733459 -1.200 -0.827 -1.650
C -3.372657 10.101636 -4.671749 2.129 -0.460 -1.120
C -3.558709 13.426900 5.097559 1.900 -0.530 -1.825
C -6.755925 10.002556 -2.191592 -0.243 -0.333 -2.680
C 1.247740 6.782026 -0.282016 0.220 0.765 -0.903
C 3.438548 9.597903 0.974008 -0.426 -0.456 -1.450
C -5.894507 6.722749 -8.820958 -0.279 -0.038 0.561
C -5.757921 7.143896 -7.361948 1.806 0.085 -0.217
C 3.971358 10.927885 1.423692 0.697 0.364 0.647
C 0.369771 8.696644 -6.785370 -0.601 0.790 1.155
C 0.593896 15.348491 -2.337436 0.097 -0.945 -0.567
C -5.393052 14.162046 -4.026281 -0.953 0.779 -0.806
C -4.746947 12.287649 -8.044415 0.695 -0.875 -0.324
C 1.673822 8.254828 -7.375073 -0.439 -0.225 -0.145
C -5.880843 12.030411 -9.024559 0.218 1.628 0.047
C 2.304634 12.213984 -7.138706 -0.806 -0.938 0.217
C -4.934560 6.642308 -0.223254 0.165 0.669 0.382
H -6.658119 11.775251 -1.626994 0.748 0.584 0.272
H 0.551954 5.764643 -2.086919 -0.367 -0.504 0.554
H -6.119453 9.175549 -2.490421 0.449 0.032 1.023
H -0.706543 8.637671 1.718031 0.627 0.441 0.015
H -4.711801 13.336210 -7.755301 0.013 -0.052 0.194
H -6.991775 13.625112 -8.619866 0.331 0.037 0.074
H 3.300747 11.409741 2.138100 0.007 -0.254 0.184
H 4.172578 12.542409 -7.366840 0.144 0.116 0.080
H 0.476223 14.336492 -1.940252 0.018 -0.030 0.023
H -5.757699 7.612127 -9.438597 -0.673 -0.113 -0.262
H -4.718583 11.614644 -7.186169 -0.613 0.324 0.278
H -5.453513 6.294391 -6.747911 -0.415 0.009 0.224
H -6.643370 10.945949 -4.220978 -0.046 0.271 0.193
H -7.568314 9.695189 -1.537899 0.293 0.042 0.369
H -0.476103 14.795763 -4.137024 0.211 -0.112 0.072
H 1.978217 12.610684 -8.107912 -0.127 -0.153 0.037
H -0.304050 8.673887 4.824998 -0.190 -0.138 -0.096
H -4.884723 7.809292 -7.344585 0.043 -0.051 0.178
H -0.224781 9.360033 -7.418848 0.203 -0.165 -0.373
H 1.218740 5.997879 0.474894 -0.313 -0.116 -0.147
H -0.329881 16.510203 -3.932481 -0.203 0.180 0.259
H 3.569589 8.506195 -0.636128 0.320 -0.079 0.260
H 1.048407 7.730727 0.213732 0.037 -0.070 0.177
H 2.335882 9.105015 -7.559437 -0.006 -0.070 -0.138
H 0.504856 9.289701 -5.872413 0.205 -0.143 0.017
H -5.105900 6.037640 -9.148112 0.263 0.097 0.394
H -0.738282 6.780216 -1.285782 0.033 -0.368 0.218
H 0.553180 7.398382 -2.247627 0.151 0.536 0.541
H -5.612284 12.524381 -9.965766 0.250 -0.529 -0.248
H 2.934631 5.985844 -0.849965 0.205 0.090 -0.104
H 4.959573 10.809717 1.879642 -0.090 -0.017 0.168
H 0.293917 11.775586 -6.537027 -0.035 0.051 -0.034
H -1.886366 14.723802 -2.420706 -0.259 0.332 0.102
H 2.465487 11.129642 -7.206276 0.318 0.110 -0.514
H 4.120103 11.683137 0.649793 -0.270 -0.439 -0.463
H 2.409905 9.744446 0.618801 -0.097 -0.080 0.417
H -0.272463 7.866558 -6.491795 0.122 -0.170 -0.190
H 3.468395 8.782123 1.701172 -0.249 0.545 0.602
H -6.541522 7.736103 -6.897269 -0.472 -0.332 -0.380
H 1.384152 11.848661 -5.153821 0.280 -0.263 -0.189
H -7.137779 5.208664 -8.698935 0.156 0.002 0.122
H 0.892406 13.319742 -5.890429 -0.128 0.033 -0.240
H 0.556130 15.990029 -1.460269 0.085 0.426 -0.299
H 2.200582 7.594580 -6.683552 -0.061 -0.146 -0.187
H -1.598999 9.641915 2.923822 0.241 0.242 -0.224
H -8.305703 10.903800 -3.459663 0.094 0.304 -0.358
H -3.800921 12.021691 -8.530764 0.032 0.332 -0.210
H -1.698274 7.927490 2.882279 0.213 -0.025 0.308
H 1.541656 15.351331 -2.886654 0.235 0.265 0.467
H 0.855944 9.457586 3.792629 -0.589 0.469 -0.268
H -7.509132 9.437359 -4.066930 -0.314 0.124 -0.203
H 0.473177 6.725225 3.759072 -0.089 0.126 -0.075
H -6.068063 10.971760 -9.189276 -0.208 0.036 0.043
H 1.298863 8.217776 -9.257054 -0.129 -0.216 -0.146
```
Forces are in eV/Å.

The strongest force on any atom is 4.86 eV/Å. Its net charge is -2. For the total energy, the calculation gives -242328.3761 eV. As for the LUMO energy: 2.51 eV.

=====

Which formula does entry 1 have?
C26H54BIO18

=====

Which formula does entry 1 have?
C26H54BIO18